1.
ORCA calculation (wB97M-V/def2-TZVPD) on a structure of composition C47H42N2O4P2Ti at a distorted geometry.

Summary:
* spin multiplicity: 1
* energy above the lowest of the compared OMol25 structures with the same formula, charge and spin: 9.3 kcal/mol
* HOMO level: -0.6363 eV
* LUMO energy: 4.076 eV
* F_max: 1.73 eV/A
* net charge: -2

The geometry in XYZ format:
```
98
C47H42N2O4P2Ti wB97M-V/def2-TZVPD
Ti 0.92 -0.20 0.54
C 2.91 -1.46 -2.46
P 2.08 -2.60 -1.27
C 0.65 -3.13 -2.31
C -0.27 -2.16 -2.72
C -1.41 -2.50 -3.42
C -1.68 -3.84 -3.71
C -0.79 -4.81 -3.30
C 0.36 -4.47 -2.60
C 3.13 -4.11 -1.38
C 3.00 -5.05 -0.36
C 3.76 -6.22 -0.36
C 4.68 -6.45 -1.37
C 4.84 -5.51 -2.38
C 4.07 -4.35 -2.39
C 2.33 -0.07 -2.38
C 2.50 0.94 -3.29
C 1.91 2.11 -2.73
C 1.39 1.76 -1.52
C 0.71 2.61 -0.50
P -1.06 2.09 -0.14
C -1.51 3.11 -2.26
C -1.57 4.41 -2.79
C -1.77 4.68 -4.14
C -1.93 3.63 -5.04
C -1.89 2.32 -4.56
C -1.69 2.09 -3.20
C -1.64 3.66 0.63
C -0.93 4.31 1.64
C -1.37 5.52 2.18
C -2.53 6.11 1.71
C -3.26 5.47 0.71
C -2.82 4.27 0.18
N 1.61 0.41 -1.29
H 2.85 -1.84 -3.48
H 3.97 -1.44 -2.17
H -0.09 -1.11 -2.48
H -2.11 -1.72 -3.72
H -2.59 -4.11 -4.24
H -0.99 -5.86 -3.52
H 1.04 -5.25 -2.29
H 2.30 -4.85 0.45
H 3.65 -6.93 0.44
H 5.29 -7.35 -1.37
H 5.56 -5.68 -3.18
H 4.19 -3.63 -3.19
H 3.01 0.84 -4.24
H 1.85 3.09 -3.18
H 0.66 3.63 -0.86
H 1.29 2.61 0.43
H -1.45 5.26 -2.11
H -1.81 5.71 -4.50
H -2.08 3.83 -6.10
H -2.00 1.49 -5.25
H -1.66 1.05 -2.84
H -0.02 3.86 2.02
H -0.79 5.99 2.97
H -2.88 7.05 2.13
H -4.18 5.92 0.34
H -3.37 3.79 -0.62
O -0.98 -3.81 0.68
C -0.12 -2.78 0.92
O -0.30 -1.64 0.26
C 0.86 -2.78 1.84
C 1.36 -3.80 2.74
C 2.47 -3.55 3.45
C 3.19 -2.27 3.34
C 2.65 -1.33 2.55
N 1.50 -1.52 1.86
C 3.20 0.06 2.25
O 4.20 0.51 2.76
O 2.43 0.66 1.37
H -1.34 -3.66 -0.20
H 0.84 -4.74 2.83
H 2.85 -4.31 4.13
H 4.11 -2.07 3.87
C -1.09 -0.57 3.37
C -1.65 0.50 2.41
C -2.74 -0.18 1.57
C -0.49 1.08 1.54
C -2.25 1.63 3.26
C -3.44 2.29 2.92
C -3.97 3.30 3.71
C -3.33 3.70 4.87
C -2.14 3.07 5.23
C -1.62 2.06 4.43
H -0.88 -1.49 2.83
H -1.81 -0.80 4.16
H -0.15 -0.25 3.83
H -2.37 -1.14 1.18
H -3.04 0.42 0.71
H -3.62 -0.38 2.20
H 0.15 1.65 2.24
H -3.95 2.01 2.00
H -4.88 3.80 3.39
H -3.73 4.50 5.48
H -1.61 3.38 6.12
H -0.69 1.59 4.73
```

=====

2.
ORCA calculation (wB97M-V/def2-TZVPD) on a structure of composition C47H44FN4O4PS4Sr at a distorted geometry.

Summary:
* spin multiplicity: 1
* energy above the lowest of the compared OMol25 structures with the same formula, charge and spin: 14.0 kcal/mol
* HOMO level: -3.6471 eV
* LUMO energy: -2.405 eV
* F_max: 3.14 eV/A

The geometry in XYZ format:
```
106
C47H44FN4O4PS4Sr wB97M-V/def2-TZVPD
Sr 2.41 0.75 1.81
S 4.67 0.03 6.57
C 3.68 0.51 5.33
S 2.46 -0.54 4.69
S 3.69 2.02 4.47
C -0.67 -1.00 -5.64
C 0.10 0.32 -5.47
N 0.35 0.74 -4.09
C 1.54 0.38 -3.51
C 1.95 0.78 -2.24
C 2.75 -0.22 -1.44
O 3.90 -0.56 -1.82
O 2.19 -0.69 -0.39
C 1.17 1.73 -1.42
O 1.54 2.20 -0.32
C -0.09 2.06 -2.06
C -0.95 2.90 -1.37
C -2.24 3.12 -1.79
F -3.05 3.84 -0.91
C -2.74 2.71 -3.07
C -1.76 2.04 -3.86
C -0.54 1.61 -3.35
N -4.08 2.84 -3.40
C -4.46 3.47 -4.69
C -5.79 2.90 -5.15
N -6.84 3.13 -4.11
C -6.40 2.49 -2.84
C -5.08 3.04 -2.35
H -1.30 -0.95 -6.55
H -1.31 -1.16 -4.76
H 0.03 -1.84 -5.68
H -0.42 1.09 -6.02
H 1.07 0.15 -5.98
H 2.07 -0.37 -4.06
H -0.57 3.30 -0.42
H -2.06 1.79 -4.89
H -3.71 3.15 -5.44
H -4.39 4.58 -4.63
H -5.75 1.83 -5.23
H -6.10 3.32 -6.09
H -7.73 2.71 -4.38
H -6.98 4.12 -3.98
H -6.30 1.41 -3.06
H -7.17 2.64 -2.08
H -4.80 2.52 -1.44
H -5.16 4.09 -2.08
O 0.03 0.52 2.13
P -1.46 0.23 2.22
C -1.83 -0.80 3.61
C -1.08 -1.99 3.72
C -1.33 -2.94 4.71
C -2.31 -2.61 5.68
C -2.98 -1.41 5.62
C -2.67 -0.44 4.66
C -2.09 -0.71 0.76
C -1.26 -1.71 0.24
C -1.79 -2.61 -0.70
C -3.09 -2.49 -1.18
C -3.86 -1.42 -0.68
C -3.34 -0.48 0.19
C -2.45 1.73 2.41
C -3.83 1.58 2.56
C -4.65 2.70 2.71
C -4.11 3.96 2.67
C -2.71 4.10 2.59
C -1.88 3.00 2.46
H -0.27 -2.15 3.03
H -0.77 -3.89 4.72
H -2.51 -3.32 6.49
H -3.72 -1.15 6.40
H -3.04 0.56 4.79
H -0.20 -1.69 0.46
H -1.09 -3.42 -1.04
H -3.49 -3.18 -1.92
H -4.90 -1.31 -1.00
H -3.90 0.40 0.44
H -4.26 0.58 2.57
H -5.71 2.56 2.76
H -4.73 4.85 2.76
H -2.24 5.09 2.62
H -0.78 3.05 2.46
N 4.59 -0.54 1.47
S 5.12 -1.93 2.03
C 5.32 -3.40 0.84
C 4.45 -3.56 -0.23
C 4.41 -4.80 -0.91
C 5.17 -5.85 -0.51
C 6.05 -5.67 0.55
C 6.15 -4.45 1.21
C 6.76 -1.63 2.59
C 7.74 -1.84 1.63
C 9.06 -1.63 2.02
C 9.37 -1.08 3.26
C 8.35 -0.83 4.16
C 7.01 -1.15 3.88
H 4.80 -0.46 0.48
H 3.82 -2.73 -0.53
H 3.70 -4.89 -1.73
H 5.15 -6.82 -1.03
H 6.73 -6.47 0.89
H 6.90 -4.28 1.96
H 7.48 -2.16 0.65
H 9.89 -1.87 1.33
H 10.41 -0.80 3.50
H 8.51 -0.32 5.13
H 6.23 -0.96 4.61
```